# 1
{
  "formula": "C43H52BeN7O3",
  "method": "the ωB97M-V functional and the def2-TZVPD basis",
  "charge": 1,
  "orbital_gap_ev": 5.30,
  "e_lumo_ev": -4.9,
  "e_tot_ha": -2293.04355,
  "de_lowest_kcal_mol": 49.5,
  "species": ["Be", "C", "C", "O", "H", "H", "H", "H", "H", "N", "C", "C", "C", "C", "C", "H", "H", "H", "H", "H", "N", "C", "C", "C", "C", "C", "H", "H", "H", "H", "H", "N", "C", "C", "C", "C", "C", "H", "H", "H", "H", "H", "N", "C", "C", "C", "C", "C", "H", "H", "H", "H", "H", "N", "C", "C", "C", "C", "C", "H", "H", "H", "H", "H", "N", "C", "C", "C", "C", "C", "H", "H", "H", "H", "H", "N", "C", "C", "C", "C", "C", "H", "H", "H", "H", "H", "C", "C", "O", "C", "H", "H", "H", "H", "H", "H", "C", "C", "O", "C", "H", "H", "H", "H", "H", "H"],
  "positions_angstrom": [[0.901592, -2.850866, 2.129027], [0.630392, 0.140274, -0.828863], [0.842502, 0.625504, 0.579567], [0.797502, -0.332946, 1.595887], [1.394272, -0.560406, -1.165963], [0.571832, 1.025404, -1.462283], [-0.319418, -0.368396, -0.993873], [0.056432, 1.344994, 0.808787], [1.784182, 1.166724, 0.671277], [-2.553238, 2.562404, 5.121507], [-2.382938, 3.882244, 5.477017], [-1.334428, 4.646134, 4.876347], [-0.469128, 3.991934, 4.010547], [-0.662738, 2.615034, 3.689647], [-1.719538, 1.948144, 4.223027], [-3.023028, 4.433344, 6.150047], [-1.276708, 5.697384, 5.117037], [0.427872, 4.480604, 3.659837], [0.079472, 2.162744, 3.048587], [-1.979638, 0.925844, 3.991397], [3.352182, 0.797684, -6.525083], [2.389782, -0.003346, -6.994513], [1.511642, -0.657646, -6.148843], [1.731922, -0.590336, -4.744983], [2.752412, 0.183684, -4.270793], [3.525072, 0.915634, -5.174603], [2.262012, -0.007196, -8.066923], [0.603612, -1.144576, -6.472523], [1.157382, -1.216586, -4.078573], [2.973032, 0.228044, -3.214503], [4.279002, 1.603364, -4.821023], [-4.829698, 0.777094, -1.073773], [-5.850278, 1.548694, -0.725933], [-5.743478, 2.901334, -0.365513], [-4.425228, 3.447324, -0.478803], [-3.399508, 2.663004, -0.894363], [-3.606418, 1.281264, -1.114883], [-6.856138, 1.155534, -0.734113], [-6.546918, 3.578394, -0.115543], [-4.264008, 4.501724, -0.309543], [-2.437628, 3.118444, -1.078123], [-2.815038, 0.613264, -1.421303], [-1.759958, -2.898826, 1.903837], [-2.393758, -1.871996, 1.259547], [-3.765618, -1.867716, 0.967297], [-4.463688, -3.044346, 1.197717], [-3.859438, -4.146196, 1.771577], [-2.528258, -4.081056, 2.111437], [-1.831558, -0.950916, 1.215617], [-4.314678, -0.987616, 0.666697], [-5.536808, -3.080056, 1.081407], [-4.299718, -5.073236, 2.107947], [-2.111338, -4.935206, 2.624277], [-0.190298, -2.618666, 4.415467], [-0.727198, -3.651286, 5.118907], [-1.484938, -3.401266, 6.255897], [-1.730978, -2.095606, 6.660367], [-1.163708, -0.992906, 5.976937], [-0.424438, -1.356466, 4.832817], [-0.527298, -4.658906, 4.785527], [-1.837988, -4.249256, 6.823927], [-2.296448, -1.943506, 7.567837], [-1.333808, 0.034714, 6.262367], [0.101812, -0.527316, 4.383397], [3.220062, -3.013896, 1.025497], [4.085942, -4.035416, 1.462077], [5.434262, -4.207436, 1.041337], [5.875862, -3.345776, 0.072987], [5.024862, -2.340466, -0.447363], [3.742282, -2.175976, 0.081747], [3.664852, -4.761036, 2.142197], [6.100772, -4.941026, 1.470307], [6.907212, -3.454886, -0.228343], [5.414352, -1.605096, -1.135783], [3.090812, -1.340426, -0.127643], [-1.614878, 3.294224, -6.961823], [-2.361638, 3.879164, -5.988803], [-2.062198, 3.778524, -4.627963], [-0.919648, 3.084264, -4.334233], [-0.088638, 2.460364, -5.309613], [-0.553398, 2.587024, -6.624683], [-3.245758, 4.389834, -6.340863], [-2.765348, 4.153614, -3.899063], [-0.630928, 3.050734, -3.294083], [0.871002, 1.985184, -5.169293], [0.094352, 2.054564, -7.305343], [3.865392, 2.250114, 2.343947], [3.456402, 3.521314, 1.594817], [2.715262, 4.361954, 2.116967], [3.943892, 3.754054, 0.201017], [4.501902, 1.548234, 1.805127], [2.984612, 1.626554, 2.497207], [4.297632, 2.519664, 3.307597], [3.980302, 4.809674, -0.068143], [3.308862, 3.241124, -0.521293], [4.953342, 3.364914, 0.068007], [-0.897148, -3.217536, -2.255913], [0.434302, -3.348856, -1.519313], [0.553032, -2.937926, -0.363493], [1.597582, -3.997456, -2.206243], [-1.467048, -2.378876, -1.855943], [-1.415808, -4.169906, -2.146053], [-0.709258, -3.007286, -3.308813], [2.324182, -4.318356, -1.459803], [1.994902, -3.142226, -2.752873], [1.244622, -4.808546, -2.843153]],
  "atomic_forces_ev_per_a": [[-1.22, 3.56, -1.27], [-0.29, 0.18, -0.53], [-0.16, -1.14, 0.99], [-0.07, -2.01, 1.08], [0.23, 0.18, -0.10], [0.37, 0.01, -0.39], [-0.17, -0.11, 0.43], [-0.30, 0.42, -0.10], [0.39, 0.28, -0.41], [-0.14, 1.26, 0.63], [1.88, -1.45, -2.60], [-1.00, -1.32, 0.27], [-0.12, -0.85, 0.45], [1.14, 1.80, -0.12], [-1.42, 1.47, 1.58], [-0.48, -0.75, 0.25], [0.33, 0.05, -0.03], [-0.05, 0.14, -0.34], [-0.13, -0.32, -0.15], [0.08, -0.10, -0.08], [0.60, 0.31, 1.43], [-0.23, 0.73, 0.79], [-0.20, -0.02, 1.65], [-0.15, -0.66, -1.72], [0.80, 0.45, 0.10], [-0.87, -0.77, -1.66], [0.06, -0.17, -0.13], [0.21, -0.28, -0.42], [-0.34, 0.19, 0.08], [-0.04, 0.12, 0.14], [0.16, 0.04, -0.17], [0.11, -0.84, 0.19], [-0.79, 1.78, 0.56], [2.45, -0.16, -0.70], [-2.28, 0.11, 0.19], [1.08, -1.32, -0.29], [-0.69, 1.53, -0.17], [0.02, -0.59, -0.10], [-0.29, -0.42, 0.09], [0.01, 0.09, 0.09], [0.24, -0.15, 0.15], [0.20, -0.02, 0.02], [-1.17, -2.04, -1.03], [0.15, -0.63, 1.71], [0.33, -1.12, 0.35], [-0.80, 0.28, 0.35], [1.32, -0.34, 0.49], [1.15, 3.03, -0.59], [0.43, -0.01, -0.32], [0.34, 0.11, -0.35], [-0.11, 0.14, -0.32], [-0.81, 0.12, -0.47], [0.59, 0.22, 0.03], [0.44, -0.27, -0.50], [0.12, 1.48, -0.02], [0.31, -0.18, -0.52], [0.50, 0.98, 0.07], [-0.49, -2.82, -0.59], [0.40, 0.61, 0.99], [0.07, 0.01, -0.08], [-0.19, 0.07, 0.06], [-0.14, 0.10, 0.02], [0.13, -0.01, -0.03], [0.09, -0.28, -0.90], [2.07, -2.15, 0.84], [-0.40, 1.15, -0.96], [-2.21, 0.65, 0.40], [-0.25, 0.89, -0.61], [0.16, -0.38, 1.00], [-0.26, -0.73, 1.20], [-0.13, 0.15, 0.24], [-0.28, -0.17, 0.08], [0.02, 0.30, -0.39], [-0.10, -0.08, -0.18], [0.02, 0.09, -0.37], [-0.98, 0.41, 0.15], [0.78, -0.87, -0.62], [-0.51, -0.28, -1.74], [2.00, -0.94, 0.61], [-2.02, 1.56, 0.05], [0.96, -0.16, 1.68], [-0.03, 0.17, -0.02], [0.27, 0.16, 0.19], [0.18, -0.21, 0.23], [-0.19, -0.07, 0.57], [-0.48, 0.26, -1.08], [-0.43, -0.12, -0.33], [-1.21, 1.26, 0.91], [1.17, -1.63, -0.49], [0.74, -0.02, -0.45], [0.47, 0.52, -0.19], [-0.38, 0.30, 0.38], [-0.05, -0.07, -0.05], [-0.31, -0.02, 0.24], [-0.15, -0.12, 0.03], [0.03, -0.17, 0.01], [1.05, 0.52, 0.11], [-0.53, 0.02, 1.46], [-0.38, -0.54, -0.38], [-0.63, 0.33, 0.47], [-0.09, -0.30, 0.22], [-0.17, 0.06, -0.09], [-0.09, -0.28, -0.12], [-0.03, -0.05, -0.19], [0.42, -0.30, -0.59], [0.35, 0.18, -0.24]]
}

=====

# 2
{
  "formula": "C43H52F6NO4SSe2Tc",
  "method": "the ωB97M-V functional and the def2-TZVPD basis",
  "multiplicity": 4,
  "charge": -1,
  "orbital_gap_ev": [7.15, 7.14],
  "e_lumo_ev": [2.3, 2.2],
  "e_tot_ha": -7906.69053,
  "de_lowest_kcal_mol": 0.0,
  "species": ["Tc", "C", "C", "C", "C", "C", "C", "C", "Se", "C", "C", "C", "C", "C", "C", "O", "C", "C", "C", "C", "C", "C", "C", "C", "C", "O", "C", "C", "C", "C", "C", "C", "H", "H", "H", "H", "H", "H", "H", "H", "H", "H", "H", "H", "H", "H", "H", "H", "H", "H", "H", "H", "H", "H", "H", "H", "H", "H", "H", "H", "H", "H", "H", "H", "H", "H", "H", "H", "H", "H", "H", "H", "O", "N", "C", "C", "C", "C", "C", "S", "H", "H", "H", "H", "Se", "C", "C", "C", "C", "C", "C", "H", "H", "H", "H", "H", "C", "C", "O", "C", "F", "F", "F", "C", "F", "F", "F", "H", "H", "H"],
  "positions_angstrom": [[1.101576, -0.896872, -1.212859], [-2.025613, 6.149947, 0.695227], [-2.534775, 4.925962, -0.065355], [-3.916988, 4.555555, 0.491049], [-2.673837, 5.305560, -1.546335], [-1.594521, 3.729822, 0.068605], [-1.907554, 2.527997, -0.564538], [-1.051999, 1.454005, -0.468731], [-1.410605, -0.170764, -1.434096], [-1.844523, -1.230420, 0.105192], [-3.074269, -1.070488, 0.710634], [-3.397110, -1.804808, 1.843030], [-2.438441, -2.699099, 2.313060], [-1.189738, -2.884932, 1.725835], [-0.879447, -2.120716, 0.582036], [0.291172, -2.261219, -0.036665], [-0.164322, -3.852297, 2.323354], [-0.732638, -4.614739, 3.522902], [1.055555, -3.057575, 2.814969], [0.266219, -4.896277, 1.282089], [-4.753067, -1.599560, 2.517217], [-4.894244, -0.130771, 2.941772], [-5.875617, -1.951271, 1.531058], [-4.919940, -2.472119, 3.761448], [0.153082, 1.496467, 0.255775], [0.954762, 0.445355, 0.264396], [0.462256, 2.681701, 0.946455], [-0.414427, 3.761203, 0.799460], [1.733721, 2.898116, 1.783124], [2.705313, 3.759045, 0.962448], [2.462445, 1.612407, 2.192000], [1.382033, 3.626989, 3.090564], [-2.729407, 6.975776, 0.569159], [-1.933249, 5.948461, 1.764427], [-1.053662, 6.478563, 0.321895], [-4.608675, 5.396431, 0.390549], [-4.343152, 3.703033, -0.039640], [-3.846207, 4.289570, 1.547618], [-3.350593, 6.156797, -1.661055], [-1.702989, 5.576759, -1.965774], [-3.071343, 4.477731, -2.134930], [-2.810553, 2.427537, -1.157198], [-3.774578, -0.357054, 0.290956], [-2.669535, -3.277137, 3.194640], [-1.016285, -3.944240, 4.337376], [-1.602606, -5.216093, 3.247996], [0.034997, -5.291543, 3.903960], [0.761725, -2.368502, 3.610813], [1.812905, -3.739464, 3.212595], [1.506631, -2.478487, 2.013358], [-0.600203, -5.455462, 0.920711], [0.755914, -4.434323, 0.428697], [0.965258, -5.602874, 1.739419], [-4.825116, 0.542042, 2.085655], [-5.860864, 0.035036, 3.425594], [-4.103759, 0.143327, 3.643035], [-5.816912, -1.343194, 0.627694], [-5.807660, -2.998432, 1.230277], [-6.854026, -1.784895, 1.990497], [-4.161851, -2.246874, 4.514256], [-5.900343, -2.286834, 4.206282], [-4.858637, -3.534805, 3.518764], [-0.143130, 4.685230, 1.290340], [2.975140, 3.247438, 0.035529], [2.262590, 4.722844, 0.699476], [3.620720, 3.944916, 1.531208], [2.838601, 1.054535, 1.341100], [3.303035, 1.886234, 2.836597], [1.808327, 0.936840, 2.745489], [0.940824, 4.610202, 2.927366], [0.678124, 3.033845, 3.677945], [2.288704, 3.766968, 3.683956], [1.048548, -2.177995, -2.769996], [0.848841, -3.495307, -2.560981], [1.970116, -4.239754, -2.426767], [1.912851, -5.587915, -2.256376], [0.641043, -6.189236, -2.224964], [-0.474843, -5.423718, -2.375491], [-0.420784, -4.011285, -2.567476], [-1.791178, -3.072427, -2.811165], [2.879424, -3.661010, -2.455698], [2.825437, -6.152507, -2.140563], [0.546401, -7.257901, -2.077093], [-1.464470, -5.856019, -2.355623], [3.258744, -1.746992, -0.243469], [4.651886, -0.860892, -1.217891], [4.930758, 0.484474, -0.992849], [6.008108, 1.092401, -1.617348], [6.817319, 0.367437, -2.481342], [6.538141, -0.969568, -2.719849], [5.461983, -1.581224, -2.089819], [4.292861, 1.054939, -0.329924], [6.205364, 2.142772, -1.440368], [7.654172, 0.845758, -2.975026], [7.158366, -1.541621, -3.399388], [5.255327, -2.629578, -2.266148], [0.595537, 2.329059, -3.250301], [1.679335, 1.272403, -3.479176], [1.903814, 0.454742, -2.407788], [3.015990, 2.013006, -3.738801], [2.925636, 2.924766, -4.734000], [3.380503, 2.688623, -2.632190], [4.013390, 1.184957, -4.056893], [1.295512, 0.434059, -4.724214], [0.102527, -0.145742, -4.530898], [1.184948, 1.201185, -5.836640], [2.180385, -0.526926, -4.993841], [0.570750, 3.051574, -4.065048], [0.792730, 2.839546, -2.308816], [-0.378093, 1.849810, -3.187531]],
  "atomic_forces_ev_per_a": [[0.07, -0.02, 0.02], [0.00, 0.01, 0.00], [0.00, 0.00, -0.01], [0.01, 0.00, 0.00], [0.00, 0.01, 0.00], [-0.04, -0.05, -0.03], [0.01, 0.04, 0.01], [0.03, -0.02, -0.03], [-0.04, 0.05, -0.06], [-0.03, 0.01, 0.00], [0.00, -0.02, 0.00], [-0.01, 0.02, -0.02], [0.03, -0.01, 0.03], [-0.03, 0.00, 0.02], [0.08, -0.06, 0.01], [-0.06, 0.00, 0.04], [0.00, 0.02, -0.01], [0.01, -0.01, 0.02], [-0.01, -0.01, -0.01], [0.02, 0.01, 0.00], [0.00, 0.00, -0.01], [0.00, 0.00, 0.00], [0.00, 0.00, 0.01], [-0.01, 0.00, 0.00], [0.07, -0.01, -0.04], [-0.02, 0.03, -0.03], [-0.03, 0.08, 0.06], [0.00, -0.02, 0.05], [0.00, -0.01, -0.02], [0.01, -0.02, -0.02], [-0.01, -0.01, 0.02], [0.00, 0.01, -0.01], [0.00, 0.00, 0.00], [0.00, 0.00, 0.00], [0.00, 0.00, 0.00], [0.00, 0.00, 0.00], [0.00, 0.00, 0.00], [0.00, 0.00, 0.00], [0.00, 0.00, 0.00], [0.00, 0.00, 0.00], [0.00, 0.00, 0.00], [-0.01, 0.00, 0.01], [-0.01, 0.00, 0.00], [-0.01, 0.01, -0.02], [0.01, -0.01, 0.00], [0.00, 0.00, 0.00], [0.00, 0.00, 0.00], [0.00, 0.00, 0.00], [-0.01, 0.00, 0.00], [0.01, 0.02, -0.03], [0.00, 0.00, 0.00], [0.00, 0.01, -0.01], [-0.01, 0.00, 0.00], [0.00, -0.01, 0.00], [0.00, 0.00, 0.00], [0.00, 0.00, 0.00], [0.00, 0.01, 0.00], [0.00, 0.00, 0.00], [0.00, 0.00, 0.00], [0.00, 0.00, 0.00], [0.00, 0.00, 0.00], [0.00, 0.00, 0.00], [-0.02, -0.01, -0.02], [-0.01, 0.01, 0.00], [-0.01, -0.01, 0.01], [0.01, 0.00, 0.00], [0.03, 0.00, 0.00], [-0.01, -0.01, 0.02], [-0.02, 0.01, 0.01], [0.03, 0.02, 0.02], [0.00, 0.00, 0.00], [0.00, 0.00, 0.00], [-0.02, 0.01, 0.00], [0.03, 0.00, 0.00], [0.02, -0.01, -0.01], [-0.03, -0.01, 0.00], [0.04, 0.00, 0.02], [-0.03, 0.02, 0.01], [-0.02, -0.03, -0.01], [0.02, 0.00, 0.01], [-0.01, 0.00, 0.02], [0.00, 0.00, 0.00], [0.00, 0.00, -0.01], [0.00, 0.00, -0.01], [0.01, -0.03, -0.04], [0.02, 0.04, 0.01], [-0.02, -0.01, 0.03], [-0.01, 0.00, -0.02], [0.01, 0.02, -0.01], [-0.01, -0.02, 0.00], [0.01, 0.01, 0.01], [0.02, -0.01, 0.00], [0.00, 0.00, 0.00], [0.00, 0.00, 0.00], [0.00, 0.00, 0.00], [-0.01, 0.00, -0.01], [-0.01, -0.01, 0.01], [0.03, 0.03, -0.07], [-0.06, 0.02, 0.05], [0.05, -0.02, 0.04], [0.02, -0.05, 0.08], [-0.05, -0.01, -0.14], [-0.02, 0.06, 0.02], [-0.02, -0.05, 0.01], [0.08, 0.06, -0.05], [-0.01, -0.06, 0.07], [-0.05, 0.03, -0.03], [0.00, 0.00, 0.00], [0.01, 0.01, 0.01], [-0.01, -0.03, 0.02]]
}